{"formula": "C5H14", "method": "ωB97M-V/def2-TZVPD", "total_charge": 0, "max_force_ev_per_a": 4.3, "homo_energy_ev": -10.871, "mol_weight_g_mol": 74.17, "e_above_lowest_ev": 1.369, "smiles": "CCC.CC", "symbols": ["C", "H", "C", "H", "C", "H", "H", "H", "H", "H", "H", "H", "H", "H", "H", "C", "C", "H", "H"], "coordinates": [[-2.4746, 0.5903, 0.2328], [-2.6018, 0.8809, 1.2622], [3.5190, -0.7270, 0.0666], [-0.6353, -0.0577, -0.7563], [-2.9175, -0.8820, 0.0799], [-2.9718, 1.2700, -0.4673], [3.1504, -1.5992, 0.5928], [2.4507, 1.0990, -0.8959], [-3.6977, -1.1293, 0.7417], [4.2529, -0.1182, 0.7099], [-2.1047, -1.5435, 0.4094], [-0.8576, 1.7253, -0.7173], [1.2986, -0.1434, -0.3379], [-3.2962, -1.1256, -0.9196], [-0.3202, 0.8417, 0.7059], [-0.9525, 0.8175, -0.2254], [2.3399, 0.2750, -0.1690], [3.6471, -1.1143, -1.0297], [2.1713, 0.9403, 0.7172]], "nbo_charge": [-0.40, 0.20, -0.63, 0.20, -0.61, 0.20, 0.21, 0.21, 0.21, 0.23, 0.20, 0.20, 0.21, 0.21, 0.20, -0.60, -0.63, 0.22, 0.19]}

=====

{"formula": "C36H87N9O6", "method": "ωB97M-V/def2-TZVPD", "total_charge": 0, "max_force_ev_per_a": 5.4, "homo_energy_ev": -7.953, "mol_weight_g_mol": 742.15, "e_above_lowest_ev": 3.809, "smiles": "CCN(CC)CC.CCN(CC)CC.CCN(CC)CC.CNC(C)=O.CNC(C)=O.CNC(C)=O.CNC(C)=O.CNC(C)=O.CNC(C)=O", "symbols": ["C", "H", "H", "C", "C", "H", "H", "C", "C", "H", "H", "H", "H", "H", "H", "H", "C", "H", "H", "H", "N", "H", "H", "H", "N", "H", "H", "O", "H", "H", "H", "C", "H", "C", "C", "C", "C", "C", "H", "H", "H", "C", "C", "C", "H", "C", "H", "N", "C", "H", "H", "H", "C", "C", "H", "C", "H", "H", "H", "C", "H", "O", "H", "C", "H", "C", "O", "H", "H", "H", "H", "H", "O", "H", "H", "H", "N", "H", "H", "H", "H", "H", "H", "C", "H", "H", "H", "H", "C", "C", "H", "C", "H", "H", "H", "C", "C", "C", "H", "N", "O", "H", "H", "C", "H", "H", "C", "C", "N", "C", "H", "H", "H", "H", "H", "H", "C", "H", "H", "H", "H", "N", "H", "O", "H", "H", "H", "H", "C", "H", "H", "N", "H", "H", "H", "N", "H", "H"], "coordinates": [[5.2655, 3.7042, -1.5727], [-0.5221, -0.1745, 0.9388], [2.0408, -2.6125, 0.6149], [-4.3828, -4.2767, 2.4270], [-1.7908, -1.6954, 4.4422], [5.5023, 2.8134, -0.9909], [4.6116, -1.7945, 2.1127], [1.4486, -1.6622, -3.2914], [-5.3847, -2.0217, -0.2768], [-4.4450, -3.3708, 3.0299], [-1.0095, 0.4811, -6.5860], [-2.6859, -5.4077, 0.2743], [0.3587, 5.6416, -3.6622], [2.7252, -7.2284, 1.8687], [0.9173, -3.0102, 1.7703], [6.0984, 4.3022, -1.2030], [5.5043, -0.1973, -0.6303], [-3.4916, -6.6485, -0.7039], [-5.0091, -1.0882, -0.6959], [4.5157, -4.1381, 0.0868], [1.8958, -5.8425, 0.6387], [1.3969, 4.7522, 0.5477], [-0.1735, 2.9916, -0.1355], [-6.1729, -1.7429, 0.4226], [4.9112, -1.3469, 0.0459], [3.6243, 0.8202, 1.1627], [-2.6662, -1.5122, 3.8191], [0.7252, -1.3551, -6.1215], [5.8279, -2.6129, -1.0989], [3.5919, 4.8498, -1.9026], [1.7914, 5.6488, -0.5842], [3.4093, -0.1532, 1.6036], [-3.3502, 7.1584, -0.6891], [-2.7250, 6.3079, -0.4172], [2.1179, 3.6689, -3.7164], [2.7789, 2.2865, -3.7698], [2.3346, 5.2292, 0.2625], [-2.9918, 5.4666, 0.8909], [5.2986, 0.2954, -2.8082], [5.3513, 0.8205, -0.2715], [5.3202, 3.5540, -2.6510], [4.7180, -0.9210, 1.4695], [-3.5834, -6.0193, 0.1814], [-5.0321, 4.3464, 0.0785], [-0.8227, 4.9030, -2.6776], [1.3991, -4.6635, 0.3717], [-5.2805, 5.2988, -0.3900], [-4.7666, -3.9965, 1.1435], [-3.6487, 1.7540, 0.8571], [-2.0755, -1.2449, -0.5788], [-3.3320, -4.5286, 2.5702], [2.6385, 5.9919, 0.9795], [4.8563, -0.2669, -1.9857], [-4.2307, -2.8065, 0.4616], [-4.0927, 3.1866, 2.3805], [-6.0255, 4.2192, 1.3007], [3.0485, 2.0513, -2.7402], [3.8219, -5.9832, 1.3658], [-3.6501, 5.9608, 1.6055], [-0.2693, 0.7285, -5.8251], [6.5759, -0.3964, -0.6428], [0.6112, -4.5632, -0.5800], [0.4057, 0.0568, -3.3262], [-4.8791, -5.1614, 0.2627], [-3.4429, -3.1200, -0.2233], [-0.0434, 2.0624, 0.4193], [3.7832, 3.5455, 0.9357], [-5.9154, -2.5541, -1.0660], [6.0548, -4.5690, 0.4515], [0.4157, 1.8046, 4.6176], [0.6526, -2.1360, -2.7169], [-0.8276, -1.0461, -1.8675], [0.0661, 1.2188, -1.7993], [2.1334, 1.4795, -4.1163], [-1.7307, 6.6876, -0.1822], [4.7283, -1.2997, -2.3099], [0.7984, 3.6451, -3.3606], [-6.9732, 4.5731, 0.8948], [0.9565, 1.9466, 0.8377], [0.5293, 1.2527, -6.3500], [5.6149, -0.3688, 1.7501], [-2.0388, -1.5489, 5.4935], [-3.5696, -6.6778, 1.0499], [5.9169, -2.4393, -0.0264], [1.4191, 0.5244, 3.6868], [-5.0076, -6.2759, 2.6841], [2.6698, -5.6294, 2.6683], [1.6100, 1.0137, 5.4186], [-5.3419, -5.2882, 3.0015], [5.3624, -3.7519, 0.6542], [-5.6923, 4.7575, 2.1879], [-1.0101, -1.2303, -0.8088], [-2.6189, 5.8053, -1.3786], [-0.5761, -2.1846, -0.5102], [-3.7676, 0.9167, 1.5447], [1.7662, -3.4544, 1.2505], [0.9122, 0.8344, 4.6006], [-3.4144, 3.0593, 1.5368], [-5.7948, -5.7112, 0.4801], [-0.1692, -0.0727, 4.8541], [-0.5254, -0.8462, 2.8159], [-5.2851, 3.6213, -0.6950], [1.5191, -6.5356, 0.0081], [-0.2064, 4.7155, -3.5569], [-0.7774, 1.2808, -5.0346], [1.7987, -2.4528, -3.9551], [-0.1461, 0.9895, -0.6288], [0.4014, -0.4871, -5.2929], [4.0732, 4.3820, -1.1478], [3.4379, 4.2832, 0.0065], [2.5934, -3.6483, 1.9333], [-5.4259, -5.1273, 4.0763], [5.1313, -3.8268, 1.7167], [-6.2817, 3.2044, 1.6050], [3.8624, 0.0710, -1.6923], [-0.9401, 4.6424, -4.3596], [-0.7294, -0.8633, 3.9748], [-4.8270, -4.7842, -0.7587], [3.1437, 0.1529, 2.6155], [2.5523, -0.4037, 0.9785], [0.4340, 2.7886, -2.9685], [0.7103, -0.6353, -3.9958], [-1.5887, -2.7651, 4.3871], [2.7465, 4.6987, -3.9552], [-0.8630, 1.8950, 1.1181], [-2.0629, 5.1400, 1.3583], [3.7617, 2.4497, -4.2122], [-2.3902, 3.1818, 1.8891], [2.8052, -6.1514, 1.7210], [6.9524, -2.1847, 0.1993], [-6.4104, -5.2146, 2.7991], [-3.6344, 4.1977, 0.5685], [2.1186, -1.2610, -2.5311], [-3.6943, -2.2111, 1.2004], [-2.9529, 1.6128, 0.0300], [-0.4555, -0.1787, -0.0690], [-0.6409, -0.1301, 5.7453], [-4.6085, 1.7851, 0.3415]], "lowdin_charge": [-0.05, 0.09, 0.07, -0.33, 0.00, 0.06, 0.09, -0.04, -0.06, 0.11, 0.08, 0.07, 0.08, 0.09, 0.07, 0.09, -0.28, 0.07, 0.05, 0.06, 0.02, 0.06, 0.08, 0.06, -0.18, 0.05, 0.09, 0.00, 0.10, 0.11, 0.07, -0.08, 0.06, -0.07, -0.53, 0.01, -0.01, -0.22, 0.08, 0.10, 0.09, -0.23, -0.08, -0.21, 0.05, -0.55, 0.10, -0.23, -0.09, 0.08, 0.11, 0.10, -0.09, -0.21, 0.10, -0.09, 0.06, 0.06, 0.11, -0.01, 0.10, 0.00, 0.06, -0.22, 0.10, 0.03, 0.01, 0.06, 0.06, 0.09, 0.06, 0.07, 0.02, 0.06, 0.05, 0.07, 0.03, 0.06, 0.09, 0.09, 0.12, 0.09, 0.05, -0.21, 0.07, 0.07, 0.09, 0.09, -0.09, -0.09, 0.07, -0.05, 0.05, 0.08, 0.08, 0.01, -0.04, -0.25, 0.11, 0.02, 0.07, 0.10, 0.15, -0.05, 0.07, 0.10, -0.55, -0.56, 0.03, -0.57, 0.05, 0.07, 0.06, 0.06, 0.06, 0.08, -0.66, 0.10, 0.06, 0.06, 0.07, 0.00, 0.10, 0.01, 0.06, 0.10, 0.08, 0.09, -0.07, 0.11, 0.08, -0.21, 0.07, 0.10, 0.07, 0.03, 0.14, 0.06]}

=====

{"formula": "C13H14CoFN", "method": "ωB97M-V/def2-TZVPD", "spin_multiplicity": 4, "total_charge": -2, "max_force_ev_per_a": 3.6, "homo_energy_ev": [1.716, 1.108], "mol_weight_g_mol": 262.19, "symbols": ["H", "C", "H", "F", "C", "C", "H", "C", "H", "H", "C", "C", "H", "H", "C", "C", "H", "C", "H", "H", "C", "H", "C", "C", "N", "H", "H", "H", "Co", "C"], "coordinates": [[-1.1087, -2.8548, 0.6056], [2.2014, -0.6353, 1.6307], [2.0504, -1.7286, 1.1740], [3.6886, 1.2508, 4.3798], [1.5672, 0.3513, 0.9309], [-1.3313, -1.0413, -0.7292], [-1.4187, -1.5129, -1.7128], [2.8857, -0.3800, 2.8280], [0.9157, 2.3008, -0.8297], [0.6812, 2.3069, 1.1039], [0.7887, 0.6675, -2.2794], [1.3956, 1.6018, 1.5428], [-2.2221, 1.1926, 1.6694], [-1.3288, -1.1558, 2.6710], [-1.8545, 0.3431, 1.0730], [-1.4586, -0.9198, 1.6176], [-0.7374, 1.9411, -1.4800], [-1.1830, -1.7865, 0.5302], [1.8784, -2.5254, -0.4693], [3.4443, -1.1385, 3.3334], [0.2542, 1.5221, -1.2598], [0.2109, 0.3827, -3.1604], [-1.8351, 0.2751, -0.3339], [2.8682, 0.9243, 3.3273], [1.2584, -2.0926, 0.2450], [2.0973, 2.9339, 3.1220], [1.8734, 0.7384, -2.4457], [-2.3800, 0.9445, -0.9979], [0.5957, -0.3174, -0.6619], [2.1280, 1.9174, 2.7222]], "nbo_charge": [0.19, -0.17, 0.27, -0.39, -0.36, -0.55, 0.20, -0.35, 0.17, 0.20, -0.77, -0.22, 0.17, 0.18, -0.37, -0.37, 0.17, -0.24, 0.27, 0.18, -0.54, 0.16, -0.29, 0.34, -1.06, 0.18, 0.17, 0.18, 1.00, -0.36]}

=====

{"formula": "C4H11N2S", "method": "ωB97M-V/def2-TZVPD", "total_charge": -1, "max_force_ev_per_a": 2.3, "homo_energy_ev": -2.581, "mol_weight_g_mol": 119.21, "e_above_lowest_ev": 0.978, "smiles": "CN[C@@H](CN)C[S-]", "symbols": ["H", "H", "H", "H", "H", "S", "N", "H", "N", "C", "H", "C", "H", "C", "H", "H", "H", "C"], "coordinates": [[3.0200, -1.2769, 0.7424], [1.4462, -0.5312, -1.0279], [1.6613, -0.9298, 1.9088], [0.6619, 1.6735, -1.1193], [-0.1709, 0.5865, 1.1597], [-2.8101, -0.4055, 0.7955], [-1.3447, 2.1557, -0.7523], [-2.1170, 1.6503, -0.2274], [1.3550, -0.2767, -0.0529], [-0.3010, 1.1486, -0.9886], [1.6418, -2.3040, 0.7207], [-0.0482, 0.1507, 0.1606], [-1.0380, 2.8609, -0.0760], [-1.2241, -0.9135, 0.0995], [-1.2490, -1.1866, -0.9756], [-0.7538, -1.7648, 0.6334], [-0.6308, 0.6129, -1.9015], [1.9014, -1.2501, 0.9009]], "nbo_charge": [0.17, 0.35, 0.20, 0.17, 0.19, -0.67, -0.88, 0.40, -0.65, -0.22, 0.16, -0.09, 0.33, -0.55, 0.16, 0.17, 0.17, -0.41]}

=====

Number 1 is which compound? C5H14